Entry A
Here is one molecule with the formula C4H14OSi2 from OMol25. Energies are from ωB97M-V with the def2-TZVPD basis set.

Each line ends with the Mulliken charge.
Cartesian coordinates (Å):
C (-1.97, -1.70, 0.08)  -1.2646
Si (-1.33, -0.05, -0.62)  0.5286
C (-2.05, 1.52, 0.39)  -1.2102
Si (0.92, 0.04, -0.17)  0.6705
C (1.79, 1.51, 0.71)  -1.0809
C (2.05, -0.87, -1.57)  -1.2490
O (1.12, -1.15, 1.41)  -0.6763
H (-1.32, -2.21, 0.72)  0.4260
H (-2.86, -1.67, 0.82)  0.3218
H (-2.41, -2.28, -0.63)  0.4015
H (-1.86, -0.04, -1.92)  -0.2317
H (-2.42, 1.14, 1.28)  0.3612
H (-1.27, 2.26, 0.69)  0.3057
H (-2.75, 2.05, -0.15)  0.3948
H (1.19, 1.92, 1.49)  0.3251
H (2.83, 1.19, 0.98)  0.3124
H (1.95, 2.48, 0.05)  0.3093
H (3.03, -0.71, -1.28)  0.3180
H (1.69, -1.84, -1.62)  0.3735
H (1.76, -0.56, -2.49)  0.4479
H (1.89, -1.04, 1.83)  0.2162

Output
Gap between HOMO and LUMO in eV: 10.25
Total charge: 0


Entry B
Here is a 2-piece molecular cluster, C4H14OSi2 overall from OMol25. Energies are from ωB97M-V with the def2-TZVPD basis set.

Each line ends with the Mulliken charge.
Cartesian coordinates (Å):
C (1.69, 2.32, -0.36)  -0.4467
C (-2.43, 1.17, 0.41)  -1.0274
C (-1.99, -1.49, -1.13)  -0.9956
C (2.50, -1.94, 0.15)  -0.8798
O (2.05, 0.96, -0.28)  -0.2330
Si (-1.86, -0.63, 0.65)  0.2986
Si (1.72, -0.29, 0.73)  0.1763
H (0.70, 2.31, -0.93)  0.1225
H (2.44, 2.84, -0.75)  0.2730
H (1.50, 2.49, 0.72)  0.2654
H (-2.45, 1.79, 1.29)  0.3437
H (-1.97, 1.73, -0.49)  0.2473
H (-3.57, 1.27, 0.18)  0.3228
H (-2.95, -1.62, -1.44)  0.4367
H (-1.60, -0.71, -1.84)  0.2325
H (-1.46, -2.46, -1.03)  0.2402
H (2.14, -2.24, -0.84)  0.3032
H (3.58, -1.67, -0.06)  0.2837
H (2.26, -2.56, 1.00)  0.2485
H (-2.68, -1.19, 1.84)  -0.1156
H (2.38, -0.06, 2.17)  -0.0964

Output
Gap between HOMO and LUMO in eV: 6.86
Total charge: 0


The structure with the least stability is entry B.


Entry A
Here is a 3-piece molecular cluster, C3H5Br overall from OMol25. Energies are from ωB97M-V with the def2-TZVPD basis set.

Each line ends with the Mulliken charge.
Cartesian coordinates (Å):
C (1.85, -0.28, -0.28)  -0.3137
C (-1.67, 0.40, -0.10)  -0.7069
C (2.43, 0.48, 0.49)  -0.2866
Br (-2.01, -2.45, 0.10)  -0.2989
H (0.98, -0.72, -0.62)  0.3058
H (-2.26, 0.50, 0.77)  0.3739
H (-0.66, 0.88, -0.19)  0.2271
H (-1.98, 0.33, -1.14)  0.3783
H (3.32, 0.86, 0.97)  0.3209

Output
Gap between HOMO and LUMO (alpha / beta) in eV: 7.32 / 7.24
Total charge: 0


Entry B
Here is a 2-piece molecular cluster, C3H5Br overall from OMol25. Energies are from ωB97M-V with the def2-TZVPD basis set.

Each line ends with the Mulliken charge.
Cartesian coordinates (Å):
C (-0.15, -2.14, 0.21)  -0.3517
C (0.98, 0.18, -0.28)  -0.0587
C (0.38, 1.39, 0.11)  -0.6679
Br (2.80, -0.12, 0.06)  -0.0467
H (0.81, -2.68, 0.39)  0.1411
H (-0.48, -2.78, -0.66)  0.1616
H (-0.05, 1.06, 1.09)  0.2239
H (1.11, 2.27, 0.21)  0.3142
H (-0.30, 1.85, -0.58)  0.2842

Output
Gap between HOMO and LUMO (alpha / beta) in eV: 7.62 / 7.24
Total charge: 0


The structure with the least stability is entry B.